ORCA calculation (ωB97M-V with the def2-TZVPD basis set) on a structure of composition C26H27IrN3O7P3S2.

Structure (XYZ):
```
69
Properties=species:S:1:pos:R:3:lowdin_charge:R:1
Ir -1.210 -1.259 -0.837 0.95
C -3.452 -2.217 3.102 -0.13
C -3.164 -1.917 1.652 -0.72
S -1.562 -2.115 1.176 0.78
C -4.165 -1.556 0.760 -0.78
C -5.606 -1.500 1.199 -0.13
S -3.833 -1.272 -0.863 0.70
H -2.531 -2.456 3.631 0.06
H -4.135 -3.064 3.205 0.08
H -3.909 -1.357 3.595 0.08
H -5.706 -1.366 2.275 0.06
H -6.119 -2.426 0.927 0.08
H -6.119 -0.683 0.694 0.06
C -3.193 1.477 -2.876 -0.08
C -1.919 2.086 -2.331 -0.59
O -1.875 3.445 -2.758 -0.05
P -0.461 1.210 -2.995 0.49
O 0.752 2.096 -2.567 -0.13
O -0.415 1.343 -4.573 -0.07
O -0.450 -0.243 -2.619 -0.38
P -1.667 2.056 -0.484 0.35
O -3.055 2.659 0.052 -0.11
O -0.558 3.045 -0.275 -0.33
O -1.496 0.656 0.062 -0.49
H -3.240 1.665 -3.951 0.09
H -4.058 1.934 -2.399 0.09
H -3.220 0.409 -2.709 0.00
H -1.293 3.919 -2.146 0.08
H 0.608 2.504 -1.671 0.05
H -0.523 0.481 -5.003 0.08
H -2.924 3.121 0.888 0.08
C 5.887 2.003 -0.355 -0.11
C 5.430 1.863 0.947 -0.10
C 4.114 1.490 1.192 -0.10
C 3.235 1.253 0.139 -0.36
C 3.701 1.423 -1.166 -0.10
C 5.015 1.786 -1.414 -0.09
P 1.501 0.652 0.287 1.11
C 1.198 0.879 2.080 -0.36
C 0.910 -0.180 2.935 -0.09
C 0.579 0.052 4.265 -0.09
C 0.539 1.346 4.760 -0.11
C 0.820 2.413 3.913 -0.10
C 1.134 2.179 2.584 -0.11
C 1.733 -1.153 0.133 -0.39
C 2.920 -1.763 0.551 -0.10
C 3.111 -3.126 0.432 -0.10
C 2.093 -3.896 -0.111 -0.10
C 0.907 -3.303 -0.510 -0.16
C 0.690 -1.914 -0.425 -0.38
H 6.916 2.282 -0.545 0.09
H 6.102 2.033 1.780 0.10
H 3.773 1.379 2.214 0.10
H 3.020 1.260 -1.995 0.09
H 5.357 1.905 -2.435 0.10
H 0.939 -1.194 2.560 0.08
H 0.351 -0.786 4.913 0.10
H 0.283 1.527 5.797 0.09
H 0.779 3.429 4.286 0.10
H 1.316 3.019 1.923 0.10
H 3.700 -1.160 1.000 0.10
H 4.035 -3.580 0.770 0.09
H 2.218 -4.967 -0.222 0.10
H 0.130 -3.931 -0.920 0.07
N 0.261 -2.216 -6.218 0.07
C -0.392 -2.688 -5.385 -0.42
N -1.164 -3.286 -4.506 0.07
C -1.244 -2.949 -3.282 -0.32
N -1.396 -2.757 -2.140 -0.06
```

As for the LUMO energy (spin up / spin down): 0.0893 / 0.0436 hartree. Its frontier orbital gap (spin up / spin down) is 7.04 / 6.50 eV. Its highest occupied orbital energy (spin up / spin down) is -0.1694 / -0.1954 Ha. Its net charge is -1. Its spin multiplicity is 2.

***

ORCA calculation (ωB97M-V with the def2-TZVPD basis set) on a structure of composition C26H27MoN4O2.

Structure (XYZ):
```
60
Properties=species:S:1:pos:R:3:lowdin_charge:R:1
Mo 0.535 -0.250 0.810 1.83
O 1.275 1.295 1.256 -0.28
C 2.212 2.239 1.302 -0.23
C 2.098 3.430 1.997 0.05
C 3.176 4.301 1.981 0.02
C 4.355 3.990 1.294 0.00
C 4.459 2.812 0.585 0.03
C 3.376 1.922 0.566 -0.12
C 3.417 0.699 -0.155 0.01
N 2.455 -0.182 -0.289 -0.08
C 2.825 -1.439 -0.948 -0.17
C 2.676 -2.477 0.141 -0.15
N 1.297 -2.320 0.613 -0.07
C 0.705 -3.406 1.037 0.00
C -0.653 -3.528 1.429 -0.13
C -1.174 -4.730 1.929 0.03
C -2.508 -4.803 2.268 0.00
C -3.336 -3.687 2.113 0.02
C -2.847 -2.492 1.611 0.04
C -1.507 -2.417 1.271 -0.27
O -0.933 -1.309 0.792 -0.31
H 1.200 3.658 2.556 0.14
H 3.106 5.237 2.518 0.14
H 5.189 4.678 1.323 0.14
H 5.367 2.571 0.046 0.14
H 4.365 0.483 -0.646 0.16
H 3.840 -1.413 -1.343 0.14
H 2.136 -1.652 -1.767 0.12
H 3.376 -2.258 0.952 0.15
H 2.870 -3.485 -0.223 0.14
H 1.301 -4.317 1.073 0.16
H -0.521 -5.584 2.057 0.14
H -2.917 -5.724 2.661 0.14
H -4.379 -3.753 2.393 0.14
H -3.487 -1.625 1.502 0.13
N 0.453 -1.008 3.951 0.14
C 0.457 -0.669 2.848 -0.28
C -2.760 0.908 -3.921 0.03
N -1.433 0.394 -3.470 -0.16
C -1.577 -0.945 -2.843 0.02
C -0.656 1.360 -2.592 -0.06
C -1.313 1.684 -1.269 -0.22
C -2.306 2.672 -1.241 -0.02
C -2.975 3.002 -0.076 -0.01
C -2.651 2.364 1.114 -0.01
C -1.629 1.425 1.107 -0.11
C -0.962 1.092 -0.061 -0.14
H -3.215 0.185 -4.594 0.12
H -2.634 1.847 -4.455 0.12
H -3.412 1.050 -3.065 0.11
H -0.875 0.281 -4.318 0.19
H -2.211 -0.859 -1.963 0.11
H -0.599 -1.328 -2.557 0.09
H -2.036 -1.635 -3.547 0.12
H -0.529 2.274 -3.171 0.15
H 0.328 0.916 -2.439 0.12
H -2.541 3.208 -2.153 0.13
H -3.747 3.760 -0.087 0.13
H -3.164 2.597 2.037 0.13
H -1.364 0.960 2.062 0.10
```

As for the LUMO energy: -0.4063 hartree. Its frontier orbital gap is 6.46 eV. Its highest occupied orbital energy is -0.6438 Ha. Its net charge is +3.

***

ORCA calculation (ωB97M-V with the def2-TZVPD basis set) on an isolated molecule of C26H27N3O3S.

Structure (XYZ):
```
60
Properties=species:S:1:pos:R:3:lowdin_charge:R:1
C -0.044 -0.090 2.119 -0.04
C -1.360 0.498 1.717 -0.28
C -1.444 1.445 0.705 -0.03
C -2.650 2.037 0.377 -0.04
C -3.810 1.695 1.061 -0.32
C -3.737 0.725 2.055 -0.06
C -2.530 0.136 2.377 -0.05
H -2.491 -0.610 3.158 0.11
H -4.640 0.437 2.576 0.11
C -5.116 2.354 0.754 -0.40
H -5.013 3.134 0.000 0.09
H -5.558 2.778 1.657 0.08
S -6.396 1.187 0.142 0.86
C -5.983 1.146 -1.630 -0.38
C -4.551 0.704 -1.894 -0.56
O -3.827 1.285 -2.663 0.08
N -4.209 -0.404 -1.181 0.02
N -2.953 -0.875 -1.171 0.09
C -2.642 -1.793 -0.349 -0.11
C -1.289 -2.285 -0.261 -0.23
C -0.946 -3.264 0.674 -0.04
C 0.358 -3.682 0.802 0.00
C 1.360 -3.133 0.000 -0.26
C 1.020 -2.178 -0.957 -0.01
C -0.287 -1.759 -1.078 -0.01
H -0.560 -1.006 -1.799 0.12
H 1.770 -1.738 -1.596 0.11
O 2.615 -3.620 0.212 -0.02
C 3.703 -2.976 -0.389 -0.11
C 3.846 -1.514 0.077 -0.44
O 3.101 -1.017 0.886 0.10
N 4.889 -0.892 -0.533 0.13
C 5.341 0.428 -0.369 -0.22
C 4.681 1.361 0.423 0.00
C 5.184 2.644 0.531 -0.03
C 6.340 3.031 -0.136 -0.29
C 6.989 2.091 -0.925 -0.05
C 6.498 0.805 -1.044 -0.03
H 7.017 0.086 -1.663 0.11
H 7.889 2.365 -1.455 0.11
C 6.856 4.432 -0.014 -0.05
H 6.224 5.115 -0.582 0.08
H 6.845 4.756 1.025 0.08
H 7.871 4.509 -0.396 0.07
H 4.664 3.361 1.150 0.12
H 3.786 1.079 0.951 0.10
H 5.449 -1.443 -1.169 0.14
H 3.640 -3.014 -1.487 0.13
H 4.583 -3.542 -0.067 0.14
H 0.639 -4.428 1.529 0.12
H -1.710 -3.687 1.311 0.11
H -3.381 -2.219 0.343 0.13
H -4.886 -0.770 -0.502 0.12
H -6.685 0.443 -2.079 0.08
H -6.141 2.136 -2.060 0.09
H -2.690 2.769 -0.416 0.12
H -0.551 1.724 0.166 0.12
H -0.173 -1.077 2.555 0.08
H 0.634 -0.172 1.274 0.06
H 0.429 0.549 2.866 0.09
```

As for the LUMO energy: 0.0171 hartree. Its SMILES is Cc1ccc(CSCC(=O)N/N=C/c2ccc(OCC(=O)Nc3ccc(C)cc3)cc2)cc1. Its frontier orbital gap is 8.31 eV. Its highest occupied orbital energy is -0.2883 Ha. Its net charge is 0.

***

ORCA calculation (ωB97M-V with the def2-TZVPD basis set) on a structure of composition C26H28AsClIN4OPt.

Structure (XYZ):
```
63
Properties=species:S:1:pos:R:3:lowdin_charge:R:1
Pt -0.114 0.117 0.325 0.87
Cl -1.063 -5.800 -3.412 1.02
C -0.684 -4.246 -2.983 -0.51
C 0.076 -3.477 -3.882 -0.13
C 0.408 -2.186 -3.587 -0.59
I 1.481 -1.023 -4.864 1.29
C -0.042 -1.560 -2.298 -0.34
O 0.172 -0.401 -2.042 0.00
C -0.782 -2.431 -1.337 -0.14
N -1.095 -1.898 -0.152 0.02
C -1.827 -2.614 0.709 -0.04
C -2.246 -3.908 0.427 0.05
C -1.882 -4.480 -0.775 0.06
C -1.133 -3.729 -1.690 -0.13
H 0.384 -3.922 -4.820 0.13
H -2.097 -2.139 1.643 0.13
H -2.840 -4.450 1.150 0.14
H -2.178 -5.494 -1.013 0.13
C 2.573 2.571 2.956 -0.13
C 2.054 1.197 3.377 -0.35
As 1.695 0.007 1.885 1.14
C 3.270 0.046 0.734 -0.37
C 3.174 1.029 -0.431 -0.15
C 1.634 -1.761 2.686 -0.39
C 0.434 -1.918 3.623 -0.15
H 2.893 3.124 3.839 0.10
H 1.807 3.161 2.452 0.03
H 3.437 2.491 2.295 0.07
H 1.156 1.274 3.990 0.09
H 2.807 0.655 3.955 0.10
H 3.399 -0.974 0.369 0.08
H 4.125 0.279 1.371 0.09
H 2.304 0.826 -1.058 0.04
H 4.064 0.941 -1.053 0.10
H 3.112 2.060 -0.085 0.03
H 2.577 -1.895 3.220 0.10
H 1.603 -2.488 1.872 0.07
H 0.579 -1.362 4.548 0.08
H 0.295 -2.966 3.885 0.09
H -0.483 -1.554 3.155 0.03
C -2.668 3.217 -0.754 0.00
C -1.961 2.053 -0.574 -0.12
N -0.968 1.989 0.325 -0.12
C -0.629 3.056 1.047 -0.06
C -1.275 4.274 0.902 -0.17
C -2.328 4.336 -0.002 0.05
C -0.897 5.438 1.730 -0.02
C 0.319 5.961 1.877 0.00
C 1.561 5.548 1.187 -0.28
C 2.793 5.988 1.656 0.02
C 3.921 5.537 0.983 -0.09
N 3.834 4.760 -0.092 0.10
C 2.615 4.429 -0.497 -0.21
N 1.483 4.758 0.111 0.13
H -3.477 3.246 -1.471 0.13
H -2.182 1.155 -1.144 0.12
H 0.157 2.933 1.773 0.09
H -2.877 5.262 -0.121 0.15
H -1.720 5.903 2.263 0.13
H 0.433 6.802 2.551 0.13
H 2.870 6.651 2.507 0.13
H 4.918 5.804 1.312 0.12
H 2.535 3.838 -1.403 0.11
```

As for the LUMO energy: -0.4534 hartree. Its frontier orbital gap is 3.62 eV. Its highest occupied orbital energy is -0.5865 Ha. Its net charge is +3.

***

ORCA calculation (ωB97M-V with the def2-TZVPD basis set) on a structure of composition C26H28BF2LaN7O3.

Structure (XYZ):
```
68
Properties=species:S:1:pos:R:3:lowdin_charge:R:1
La -0.010 0.223 0.165 2.21
C -3.061 0.690 3.965 -0.04
C -4.211 0.080 3.482 -0.03
C -4.253 -0.322 2.160 0.02
C -3.147 -0.086 1.354 -0.28
N -2.017 0.468 1.821 0.01
C -1.994 0.846 3.104 -0.11
N -3.179 -0.437 -0.023 0.16
C -2.611 0.589 -0.854 -0.30
N -1.434 0.337 -1.488 -0.10
C -0.837 1.536 -1.749 -0.47
N 0.486 1.564 -2.144 0.06
C 1.337 2.281 -1.388 -0.42
C 2.492 2.876 -1.958 -0.02
C 3.365 3.568 -1.163 -0.08
C 3.127 3.661 0.217 -0.09
C 2.011 3.045 0.720 -0.15
N 1.130 2.353 -0.027 -0.08
C -1.693 2.593 -1.344 -0.13
C -1.598 3.993 -1.421 -0.02
C -2.601 4.745 -0.868 -0.08
C -3.704 4.134 -0.222 -0.08
C -3.833 2.773 -0.147 -0.03
C -2.828 1.970 -0.729 -0.13
H -2.997 1.041 4.985 0.11
H -5.070 -0.067 4.123 0.12
H -5.126 -0.794 1.732 0.13
H -1.069 1.292 3.455 0.12
H 2.616 2.801 -3.029 0.11
H 4.227 4.062 -1.596 0.11
H 3.794 4.204 0.871 0.10
H 1.785 3.103 1.780 0.11
H -0.750 4.457 -1.911 0.12
H -2.558 5.824 -0.929 0.10
H -4.467 4.764 0.217 0.10
H -4.685 2.324 0.351 0.11
C 4.798 0.334 -0.459 0.00
N 3.982 -0.516 -1.322 -0.11
C 4.540 -0.791 -2.639 -0.01
C 2.747 -0.842 -0.972 -0.40
O 2.259 -0.540 0.136 -0.14
C 1.889 -1.623 -1.970 -0.09
O 0.597 -1.859 -1.435 -0.19
C 0.332 -3.148 -0.902 -0.07
C -0.032 -3.055 0.578 -0.39
O -0.236 -1.940 1.096 -0.15
N -0.121 -4.188 1.259 -0.11
C 0.041 -5.494 0.631 -0.01
C -0.406 -4.172 2.692 0.00
H 5.752 -0.155 -0.261 0.10
H 4.280 0.512 0.476 0.09
H 4.975 1.289 -0.953 0.09
H 5.618 -0.896 -2.539 0.10
H 4.333 0.031 -3.327 0.11
H 4.147 -1.713 -3.061 0.09
H 2.375 -2.558 -2.254 0.14
H 1.743 -1.005 -2.859 0.15
H 1.183 -3.817 -1.037 0.14
H -0.526 -3.553 -1.445 0.15
H -0.544 -5.568 -0.285 0.10
H -0.319 -6.252 1.319 0.10
H 1.088 -5.709 0.407 0.10
H -0.453 -3.146 3.037 0.09
H 0.388 -4.697 3.223 0.10
H -1.360 -4.660 2.891 0.11
F -2.961 -2.218 -1.633 0.26
B -3.227 -1.794 -0.401 -0.76
F -3.515 -2.748 0.495 0.23
```

As for the LUMO energy: -0.0836 hartree. Its frontier orbital gap is 6.08 eV. Its highest occupied orbital energy is -0.3070 Ha. Its net charge is +1.

***

ORCA calculation (ωB97M-V with the def2-TZVPD basis set) on a structure of composition C26H28BrF3IrNO9SSe2.

Structure (XYZ):
```
72
Properties=species:S:1:pos:R:3:lowdin_charge:R:1
Ir 0.391 0.457 -0.268 1.46
C -3.082 0.149 3.883 -0.30
Se -2.708 0.423 2.017 1.21
C -3.934 -0.902 1.289 -0.46
C -5.089 -0.252 0.544 -0.55
Se -4.546 1.164 -0.696 0.90
C -6.355 1.800 -1.006 -0.40
H -2.801 -0.873 4.133 0.04
H -4.143 0.317 4.056 0.05
H -2.490 0.854 4.460 0.04
H -4.304 -1.482 2.132 0.09
H -3.316 -1.536 0.658 0.06
H -5.778 0.211 1.250 0.07
H -5.624 -1.017 -0.017 0.08
H -6.931 1.036 -1.522 0.03
H -6.283 2.682 -1.637 0.02
H -6.830 2.066 -0.065 0.03
C 5.939 -0.501 -3.539 -0.05
O 5.118 0.344 -4.343 -0.04
C 4.018 0.867 -3.801 -0.26
C 3.239 1.666 -4.667 0.02
C 2.066 2.191 -4.219 0.00
C 1.610 1.959 -2.900 -0.11
C 0.340 2.426 -2.461 -0.31
C -0.447 3.429 -3.245 0.02
O -0.209 2.019 -1.400 -0.12
C 2.444 1.229 -2.018 -0.30
O 2.188 1.134 -0.715 -0.19
C 3.629 0.667 -2.483 0.07
H 6.768 -0.796 -4.174 0.10
H 5.384 -1.384 -3.219 0.10
H 6.318 0.038 -2.670 0.10
H 3.591 1.832 -5.675 0.13
H 1.467 2.789 -4.892 0.12
H 0.139 4.331 -3.420 0.10
H -1.356 3.676 -2.704 0.09
H -0.719 3.007 -4.214 0.10
H 4.215 0.088 -1.785 0.12
O 1.947 -3.556 0.528 0.09
C 1.615 -3.701 1.826 -0.25
C 2.262 -4.727 2.514 0.00
C 1.986 -4.964 3.844 -0.06
C 1.043 -4.195 4.521 -0.08
C 0.399 -3.181 3.846 -0.02
C 0.679 -2.906 2.504 -0.06
C 0.026 -1.714 1.894 -0.52
O -1.083 -1.359 2.343 -0.09
O 0.710 -1.119 0.990 -0.18
H 1.332 -2.955 0.090 0.07
H 2.978 -5.327 1.968 0.12
H 2.504 -5.763 4.360 0.11
H 0.822 -4.384 5.563 0.10
H -0.335 -2.567 4.352 0.11
F -1.756 -0.975 -3.782 0.16
C -1.787 -2.054 -3.006 -0.67
F -3.048 -2.342 -2.701 0.16
F -1.244 -3.076 -3.648 0.17
S -0.869 -1.724 -1.446 0.56
O -0.834 -2.968 -0.746 -0.21
O 0.426 -1.126 -1.848 -0.34
O -1.648 -0.632 -0.816 -0.41
Br 1.987 4.993 4.218 0.84
C 1.420 3.634 3.064 -0.67
C 2.203 2.506 2.875 -0.06
C 1.756 1.533 2.008 -0.08
N 0.584 1.637 1.360 -0.10
C -0.166 2.734 1.545 -0.12
C 0.211 3.751 2.393 -0.08
H 3.151 2.388 3.379 0.12
H 2.323 0.631 1.828 0.13
H -1.094 2.778 0.990 0.10
H -0.419 4.619 2.519 0.12
```

As for the LUMO energy (spin up / spin down): -0.1134 / -0.1737 hartree. Its frontier orbital gap (spin up / spin down) is 7.44 / 5.80 eV. Its highest occupied orbital energy (spin up / spin down) is -0.3869 / -0.3868 Ha. Its net charge is +1. Its spin multiplicity is 2.

***

E values (in a.u.) by entry order: -3623.02211, -1443.62341, -1795.15198, -4413.73448, -1872.83185, -9918.24132.
ΔE to the lowest compared entry with this formula, charge and spin values (in kcal/mol) by entry order: 48.7, 24.0, 7.5, 24.4, 0.0, 14.5.
F_max values (in eV Å⁻¹) by entry order: 1.27, 2.22, 1.07, 1.77, 2.54, 1.34.